[1]
{"formula": "C28H23F5N6O4PbS", "method": "wB97M-V/def2-TZVPD", "charge": -2, "homo_energy_ev": -2.199, "lumo_energy_ev": 4.71, "multiplicity": 1, "symbols": ["Pb", "O", "C", "C", "C", "C", "C", "C", "C", "N", "C", "C", "N", "C", "C", "C", "C", "C", "C", "C", "O", "H", "H", "H", "H", "H", "H", "H", "H", "H", "H", "H", "H", "H", "H", "N", "C", "C", "C", "C", "C", "C", "S", "O", "O", "N", "C", "N", "C", "C", "C", "N", "H", "H", "H", "H", "H", "H", "H", "H", "H", "F", "C", "F", "C", "F", "F", "F"], "coordinates": [[0.731, -0.903, -0.336], [0.790, -1.679, 2.059], [0.771, -1.221, 3.252], [1.770, -1.590, 4.202], [1.815, -1.062, 5.469], [0.873, -0.122, 5.900], [-0.126, 0.237, 5.014], [-0.227, -0.317, 3.739], [-1.390, 0.072, 2.946], [-2.022, -0.683, 2.149], [-3.174, -0.124, 1.488], [-3.040, -0.255, -0.025], [-1.932, 0.521, -0.522], [-2.171, 1.374, -1.430], [-1.197, 2.176, -2.149], [-1.698, 3.046, -3.126], [-0.883, 3.841, -3.901], [0.501, 3.758, -3.693], [1.030, 2.917, -2.749], [0.213, 2.080, -1.929], [0.765, 1.328, -1.055], [2.529, -2.282, 3.858], [2.613, -1.367, 6.139], [0.926, 0.316, 6.889], [-0.876, 0.964, 5.316], [-1.754, 1.100, 3.128], [-3.330, 0.935, 1.753], [-4.063, -0.687, 1.797], [-3.994, 0.030, -0.504], [-2.842, -1.306, -0.258], [-3.214, 1.531, -1.768], [-2.775, 3.074, -3.271], [-1.297, 4.497, -4.655], [1.172, 4.363, -4.295], [2.098, 2.835, -2.596], [1.791, -6.803, 1.227], [1.968, -5.952, 0.116], [2.980, -4.999, 0.110], [3.145, -4.155, -0.978], [2.297, -4.256, -2.068], [1.303, -5.222, -2.081], [1.144, -6.072, -1.002], [2.391, -3.048, -3.374], [2.021, -3.743, -4.590], [3.723, -2.500, -3.278], [1.283, -2.039, -2.861], [0.337, -1.525, -3.675], [0.648, -1.157, -4.937], [-0.314, -0.614, -5.654], [-1.596, -0.388, -5.175], [-1.810, -0.778, -3.864], [-0.884, -1.352, -3.119], [2.108, -6.369, 2.083], [0.827, -7.082, 1.337], [3.619, -4.888, 0.978], [3.903, -3.385, -0.972], [0.643, -5.288, -2.936], [0.358, -6.819, -1.008], [-0.048, -0.330, -6.670], [-2.362, 0.085, -5.771], [-2.777, -0.629, -3.388], [3.571, 0.430, -1.123], [3.098, -0.249, -0.022], [3.945, -1.351, 0.102], [3.442, 0.638, 1.183], [2.462, 1.531, 1.422], [3.605, -0.085, 2.300], [4.584, 1.363, 1.031]]}


[2]
{"formula": "C28H23IrN8O10S2", "method": "wB97M-V/def2-TZVPD", "charge": 1, "homo_energy_ev": [-11.319, -11.373], "lumo_energy_ev": [-3.27, -5.76], "multiplicity": 6, "symbols": ["Ir", "O", "N", "N", "O", "C", "C", "C", "C", "C", "C", "H", "H", "H", "H", "H", "O", "C", "C", "C", "C", "C", "C", "C", "O", "N", "N", "C", "S", "C", "C", "S", "H", "H", "H", "H", "H", "H", "H", "H", "H", "O", "C", "O", "C", "C", "C", "C", "C", "C", "N", "O", "O", "N", "O", "O", "H", "H", "H", "N", "C", "C", "C", "C", "C", "N", "H", "H", "H", "H", "H", "H"], "coordinates": [[-1.789, -15.569, 15.955], [-2.853, -14.213, 17.281], [-3.551, -14.802, 18.191], [-3.343, -16.046, 18.338], [-2.459, -16.731, 17.632], [-4.257, -16.807, 19.257], [-5.438, -16.245, 19.864], [-6.115, -17.026, 20.745], [-5.714, -18.327, 21.027], [-4.598, -18.827, 20.430], [-3.862, -18.074, 19.562], [-5.664, -15.204, 19.582], [-7.005, -16.595, 21.248], [-6.333, -18.995, 21.612], [-4.159, -19.809, 20.540], [-2.915, -18.403, 19.084], [0.543, -10.541, 13.698], [-0.339, -11.023, 12.785], [-0.522, -10.229, 11.661], [-1.326, -10.603, 10.604], [-2.030, -11.809, 10.714], [-1.883, -12.587, 11.823], [-1.051, -12.259, 12.882], [-0.934, -13.195, 13.985], [-1.435, -14.325, 14.009], [-0.170, -12.817, 15.107], [-0.340, -13.544, 16.202], [0.360, -13.224, 17.235], [-0.057, -13.963, 18.722], [1.520, -13.438, 19.449], [1.731, -12.000, 19.049], [1.416, -11.914, 17.244], [0.616, -11.208, 14.439], [0.097, -9.365, 11.491], [-1.411, -9.941, 9.737], [-2.649, -12.235, 9.859], [-2.535, -13.456, 11.867], [2.344, -14.106, 19.081], [1.251, -13.532, 20.517], [2.779, -11.717, 19.245], [1.089, -11.337, 19.607], [-4.355, -18.312, 15.126], [-4.219, -17.130, 14.923], [-2.979, -16.638, 14.793], [-5.384, -16.270, 14.816], [-5.293, -14.899, 14.990], [-6.424, -14.109, 15.012], [-7.699, -14.667, 14.667], [-7.726, -16.011, 14.411], [-6.646, -16.840, 14.516], [-9.072, -16.614, 14.241], [-10.036, -15.953, 14.450], [-9.101, -17.785, 14.001], [-6.250, -12.600, 15.124], [-7.246, -11.981, 14.998], [-5.160, -12.109, 15.316], [-4.323, -14.456, 14.951], [-8.613, -14.106, 14.690], [-6.704, -17.889, 14.470], [0.217, -16.278, 13.243], [0.865, -16.481, 14.407], [2.301, -16.600, 14.382], [2.975, -16.705, 15.537], [2.288, -16.752, 16.772], [0.924, -16.655, 16.705], [0.224, -16.416, 15.591], [0.727, -16.231, 12.430], [-0.747, -16.006, 13.191], [2.787, -16.672, 13.434], [4.049, -16.790, 15.533], [2.644, -17.081, 17.770], [0.309, -16.854, 17.585]]}


[3]
{"formula": "C28H23N4O2PSV", "method": "wB97M-V/def2-TZVPD", "charge": 3, "homo_energy_ev": -17.588, "lumo_energy_ev": -11.46, "multiplicity": 1, "symbols": ["V", "O", "C", "O", "C", "P", "C", "C", "C", "C", "C", "C", "C", "C", "C", "C", "C", "C", "H", "H", "H", "H", "H", "H", "H", "H", "H", "H", "H", "H", "N", "S", "C", "C", "C", "C", "C", "C", "C", "C", "C", "C", "C", "C", "H", "H", "H", "H", "H", "H", "H", "H", "H", "H", "H", "N", "C", "N", "C", "N"], "coordinates": [[1.083, -0.682, 0.497], [2.116, -2.461, 0.392], [1.673, -2.319, -0.773], [1.759, -1.071, -1.208], [0.585, -3.173, -1.310], [-0.718, -2.289, -0.278], [-2.018, -1.645, -1.274], [-1.840, -0.509, -2.070], [-2.840, -0.129, -2.945], [-4.008, -0.881, -3.034], [-4.183, -2.016, -2.252], [-3.192, -2.409, -1.368], [-1.242, -3.251, 1.098], [-0.520, -4.376, 1.524], [-0.949, -5.074, 2.639], [-2.077, -4.648, 3.334], [-2.780, -3.517, 2.928], [-2.366, -2.809, 1.814], [0.685, -4.226, -1.060], [0.373, -3.008, -2.364], [-0.922, 0.063, -2.024], [-2.711, 0.746, -3.568], [-4.786, -0.582, -3.724], [-5.090, -2.599, -2.332], [-3.332, -3.302, -0.773], [0.359, -4.720, 0.996], [-0.415, -5.958, 2.960], [-2.416, -5.207, 4.197], [-3.657, -3.198, 3.474], [-2.923, -1.936, 1.495], [0.614, 1.042, 0.177], [1.108, 1.985, -1.199], [2.774, 2.376, -0.890], [3.175, 3.083, 0.249], [4.520, 3.342, 0.411], [5.435, 2.911, -0.554], [5.020, 2.216, -1.680], [3.674, 1.932, -1.859], [0.152, 3.453, -0.938], [0.734, 4.687, -1.209], [-0.068, 5.816, -1.118], [-1.406, 5.701, -0.767], [-1.971, 4.454, -0.521], [-1.198, 3.309, -0.624], [0.224, 1.646, 0.906], [2.453, 3.440, 0.973], [4.865, 3.892, 1.276], [6.486, 3.133, -0.421], [5.741, 1.901, -2.422], [3.332, 1.396, -2.736], [1.776, 4.780, -1.483], [0.360, 6.788, -1.322], [-2.017, 6.590, -0.692], [-3.017, 4.371, -0.261], [-1.652, 2.337, -0.469], [0.826, -0.871, 2.197], [0.956, -1.373, 3.354], [1.050, -1.857, 4.403], [1.163, -2.405, 5.596], [1.243, -2.894, 6.635]]}


[4]
{"formula": "C28H23N5O6V", "method": "wB97M-V/def2-TZVPD", "charge": -2, "homo_energy_ev": [-1.551, -2.552], "lumo_energy_ev": [4.46, 4.46], "multiplicity": 4, "symbols": ["V", "O", "C", "C", "C", "C", "C", "C", "C", "O", "N", "N", "C", "C", "C", "C", "C", "C", "C", "O", "H", "H", "H", "H", "H", "H", "H", "H", "H", "H", "C", "C", "C", "C", "C", "C", "C", "C", "C", "C", "O", "O", "H", "H", "H", "H", "H", "H", "H", "H", "H", "H", "H", "N", "C", "O", "C", "C", "N", "C", "N", "H", "H"], "coordinates": [[11.749, 7.549, 12.664], [15.803, 5.967, 15.791], [14.834, 6.193, 16.702], [15.205, 5.972, 18.021], [14.379, 6.305, 19.042], [13.081, 6.837, 18.784], [12.681, 7.003, 17.436], [13.592, 6.717, 16.394], [13.230, 7.073, 15.026], [12.039, 7.353, 14.717], [14.218, 7.027, 14.115], [13.793, 7.233, 12.828], [14.666, 7.024, 11.908], [14.382, 7.091, 10.482], [15.527, 7.126, 9.612], [15.347, 7.088, 8.268], [14.037, 7.154, 7.715], [12.917, 7.141, 8.502], [13.084, 7.136, 9.930], [12.023, 7.040, 10.647], [15.413, 6.382, 14.969], [16.160, 5.461, 18.205], [14.669, 6.176, 20.088], [12.479, 6.953, 19.690], [11.674, 7.292, 17.170], [15.654, 6.668, 12.183], [16.525, 7.175, 10.071], [16.247, 7.006, 7.589], [13.978, 7.195, 6.638], [11.921, 7.267, 8.113], [5.231, 10.140, 16.038], [6.006, 9.084, 15.267], [5.896, 8.916, 13.890], [6.827, 8.106, 13.216], [6.848, 7.985, 11.729], [7.740, 7.371, 13.952], [7.834, 7.486, 15.357], [8.882, 6.683, 16.110], [6.937, 8.309, 15.976], [8.733, 6.474, 13.224], [8.478, 5.276, 13.207], [9.728, 7.148, 12.745], [4.846, 9.744, 16.991], [4.403, 10.559, 15.497], [5.944, 10.902, 16.320], [5.294, 9.617, 13.260], [6.148, 8.619, 11.204], [6.576, 6.968, 11.476], [7.834, 8.151, 11.345], [9.851, 6.811, 15.609], [8.715, 5.641, 16.115], [8.970, 6.932, 17.157], [6.951, 8.376, 17.040], [9.563, 9.852, 13.078], [10.707, 10.408, 12.630], [11.738, 9.714, 12.430], [10.649, 11.829, 12.300], [11.732, 12.463, 11.568], [12.632, 12.965, 11.052], [9.349, 12.376, 12.160], [8.239, 12.690, 12.113], [9.584, 8.932, 13.412], [8.782, 10.447, 13.270]]}